Record 1
This record from the Open Molecules 2025 dataset describes the ion CH7N2O3 with charge +1 in a non-equilibrium geometry. The level of theory is ωB97M-V/def2-TZVPD.

XYZ file:
```
13
Properties=species:S:1:pos:R:3:forces:R:3:lowdin_charge:R:1
O 1.150 1.237 0.354 -1.113 -0.714 -0.888 0.153
H -0.427 1.432 -2.796 -0.185 -0.416 0.834 0.154
H 1.660 -1.012 -0.437 0.236 -0.655 -0.699 0.145
N 0.806 -1.163 0.079 -1.517 0.779 -0.302 0.259
H 1.043 -1.582 0.964 -0.159 0.122 0.646 0.151
O -0.966 0.990 -2.092 -0.221 0.976 0.070 0.053
H 1.155 1.278 1.305 0.176 0.506 0.947 0.131
C 0.143 0.399 -0.008 -1.990 -1.085 -0.869 -0.538
H 0.033 -1.697 -0.393 1.458 0.259 0.303 0.183
H -1.894 0.635 -0.078 -0.092 0.015 -1.132 0.100
O -0.038 0.200 -1.395 1.973 -0.188 -0.703 -0.101
N -1.151 0.342 0.519 0.054 0.777 2.676 0.163
H -1.461 0.669 1.463 1.380 -0.375 -0.883 0.149
```
Positions in Å, forces in eV/Å.

Total charge ... +1
SMILES string ... N[C@]([NH3+])(O)OO
ΔE to the lowest compared entry with this formula, charge and spin ... 24.3 kcal per mole
Strongest force on any atom ... 2.787 eV Å⁻¹
HOMO level ... -0.5686 Eh

***

Record 2
This record from the Open Molecules 2025 dataset describes an isolated molecule of C5H9O5 in a non-equilibrium geometry. The level of theory is ωB97M-V/def2-TZVPD.

XYZ file:
```
19
Properties=species:S:1:pos:R:3:forces:R:3:lowdin_charge:R:1
H -2.549 1.549 -2.953 -0.220 -0.190 -0.010 0.099
O -1.783 1.879 -2.473 -0.618 -0.287 0.235 -0.025
C -0.272 0.451 0.678 -0.593 -0.532 1.535 -0.169
O -1.902 1.135 -1.210 1.939 0.847 -0.280 -0.079
O 0.689 1.104 1.456 -0.106 0.633 -0.800 -0.055
H -0.938 -1.231 2.634 0.362 -0.078 -0.151 0.075
H -1.239 0.555 1.188 0.168 0.410 -0.204 0.156
C 1.028 -1.623 -0.228 0.593 -0.226 0.242 -0.059
H 1.522 1.597 -0.043 0.184 1.690 -1.628 0.039
H 1.233 -2.652 0.006 -0.030 -0.552 0.013 0.079
H 1.977 -1.110 -0.237 0.286 0.202 -0.104 0.080
C -0.472 1.299 -0.830 -1.414 -3.126 0.306 -0.418
C 0.137 -1.033 0.789 -1.191 0.035 0.261 -0.292
H 0.061 0.456 -1.395 -0.094 1.046 -0.077 0.184
C -0.228 -1.663 1.926 0.308 0.575 -1.061 0.078
O 1.858 1.011 0.605 0.509 -0.728 1.885 0.015
H 0.626 -1.576 -1.225 -0.348 0.002 -0.494 0.079
O -0.012 2.454 -0.864 0.673 0.231 0.395 0.141
H 0.263 -2.603 2.177 -0.406 0.049 -0.063 0.072
```
Positions in Å, forces in eV/Å.

ΔE to the lowest compared entry with this formula, charge and spin ... 110.0 kcal per mole
Strongest force on any atom ... 3.445 eV Å⁻¹
Multiplicity ... 2
HOMO level (spin up / spin down) ... -0.3593 / -0.3580 Eh

***

Record 3
This record from the Open Molecules 2025 dataset describes a structure of composition C42H55BMoN9Si. The level of theory is ωB97M-V/def2-TZVPD.

XYZ file:
```
109
Properties=species:S:1:pos:R:3:forces:R:3:lowdin_charge:R:1
C -3.465 -2.772 -4.059 0.001 -0.008 0.001 -0.170
C -1.983 -2.699 -4.397 0.006 0.000 0.002 -0.113
N -0.908 -1.164 1.779 0.050 -0.003 0.007 0.043
H -1.533 3.102 -0.583 0.007 0.005 -0.002 0.102
C -2.960 -4.283 -2.121 -0.011 0.006 -0.013 -0.165
H 2.080 -3.186 4.955 -0.002 0.006 -0.001 0.107
H -2.064 4.877 -2.184 0.004 -0.008 0.003 0.108
H 0.864 -4.246 -0.523 0.054 0.027 0.015 0.071
C 0.375 2.996 1.386 -0.012 0.018 -0.018 -0.342
C 1.522 1.113 -3.382 -0.002 -0.001 0.030 -0.174
H 5.251 -0.368 0.319 -0.023 0.012 -0.013 0.090
H -3.190 -3.501 -1.390 0.000 0.007 -0.007 0.120
H 1.053 0.202 -3.757 -0.004 0.004 0.002 0.103
H -3.721 -1.944 -3.393 0.002 0.018 0.015 0.096
H -2.492 1.765 -3.264 0.009 -0.011 0.000 0.082
C 0.205 3.178 -4.028 -0.005 0.008 -0.011 -0.036
C 6.322 1.313 1.076 0.005 0.015 0.014 -0.078
C 3.072 -0.388 -2.308 0.007 0.035 0.018 -0.094
H 7.151 3.083 1.964 -0.011 -0.005 -0.007 0.106
B -1.794 0.091 1.826 -0.011 0.012 0.017 -0.522
H -4.753 -0.967 1.891 -0.003 0.007 -0.001 0.083
C -0.083 2.126 -1.845 0.000 -0.032 0.018 -0.241
H -3.248 0.241 -3.713 -0.015 -0.018 0.003 0.079
H -2.008 1.487 4.575 -0.001 0.006 -0.008 0.083
C 1.314 -1.258 5.498 0.010 -0.018 -0.008 -0.088
C -1.861 -2.359 3.752 -0.018 0.018 0.005 0.000
H -0.277 4.397 2.974 -0.004 -0.022 -0.016 0.122
C -2.481 0.689 -3.082 -0.008 -0.019 0.017 -0.019
H 0.695 3.201 -4.995 -0.005 -0.002 0.013 0.115
C 1.067 0.038 5.061 -0.006 0.024 -0.002 -0.078
N -2.564 0.154 0.497 -0.041 -0.038 -0.046 0.042
C 1.884 -0.519 2.843 0.040 -0.055 0.001 -0.301
H 1.854 4.517 1.274 -0.012 0.000 0.012 0.096
C -3.883 0.122 0.260 0.006 -0.003 -0.003 -0.255
C -1.338 4.118 -2.448 0.000 0.006 0.003 -0.083
C -0.282 -3.266 1.909 -0.040 -0.053 -0.023 0.015
N 0.072 -1.178 -2.073 0.215 0.113 -0.148 0.089
H 2.278 1.418 -4.113 0.005 0.014 -0.016 0.132
C 1.415 3.751 0.636 -0.018 -0.026 -0.051 -0.018
C 0.515 2.186 -3.106 0.018 -0.020 0.013 -0.282
H 2.212 3.090 0.307 -0.030 0.031 -0.013 0.037
C 0.321 -2.664 0.804 -0.046 -0.006 0.002 -0.353
H 1.609 -2.687 -0.930 0.007 -0.004 0.020 0.036
H -1.550 -1.592 4.462 -0.008 -0.013 -0.019 0.081
C 1.355 0.399 3.754 0.008 0.001 0.016 -0.100
H -0.976 4.930 -4.405 0.006 -0.008 0.005 0.106
C -2.210 2.335 3.921 -0.004 -0.009 0.004 -0.003
H -1.505 0.327 -3.388 0.011 -0.017 -0.018 0.047
H -2.558 0.006 2.735 0.014 0.005 0.005 0.118
H -1.698 -1.723 -4.785 0.004 -0.002 0.002 0.121
C -0.517 -2.024 -2.598 -0.298 -0.049 -0.076 -0.188
H 3.000 -1.350 0.558 0.018 -0.054 0.025 -0.011
H 1.177 1.423 3.454 -0.033 0.059 -0.035 0.078
H -2.924 -2.225 3.547 0.010 -0.002 0.007 0.079
H 3.597 1.823 -0.870 0.029 -0.015 0.064 0.054
H 2.469 -1.266 -2.524 -0.008 -0.001 -0.012 0.063
C -0.364 3.444 2.480 0.049 -0.007 0.056 0.030
C -3.809 -4.093 -3.376 0.003 0.009 0.010 -0.186
C -4.061 0.271 -1.102 -0.008 0.007 -0.034 0.024
H 0.665 0.775 5.747 0.007 -0.010 -0.006 0.106
H 1.099 -1.539 6.522 0.000 0.001 -0.013 0.106
H -1.194 -5.054 -3.111 0.000 -0.002 -0.012 0.137
C 1.295 -3.330 -0.114 0.063 0.042 0.043 -0.049
Si 2.398 -0.093 1.079 -0.105 0.002 -0.044 0.738
C -1.480 -4.222 -2.463 0.007 0.000 0.034 -0.111
H -4.861 0.784 2.050 -0.001 -0.010 -0.004 0.081
H 2.951 2.532 2.488 0.041 -0.014 0.001 0.086
C -1.023 3.115 -1.541 -0.004 0.002 -0.004 -0.141
N -1.875 0.317 -0.660 0.004 0.048 0.078 -0.005
C -4.903 -0.040 1.337 0.010 -0.008 0.013 -0.005
N 2.200 0.787 -2.090 0.076 -0.019 -0.044 -0.338
H -1.717 -3.452 -5.142 0.005 -0.010 0.001 0.133
H 2.503 2.860 -1.816 0.002 -0.007 0.022 0.086
H -3.227 2.230 3.541 0.007 -0.001 0.008 0.080
C 3.089 1.947 -1.817 -0.017 -0.044 0.000 -0.060
H 2.582 -2.545 2.645 0.006 0.022 0.018 0.092
H 3.672 -0.572 -1.422 0.009 0.006 0.005 0.047
H -1.721 -3.333 4.218 0.001 -0.001 -0.005 0.090
H -4.997 0.306 -1.636 0.018 0.001 0.010 0.119
H 3.740 -0.196 -3.153 0.000 0.001 -0.002 0.102
C 1.862 -2.180 4.621 0.006 0.028 0.016 -0.078
H -4.869 -4.116 -3.120 -0.001 0.002 0.001 0.117
C -1.043 -2.284 2.509 -0.010 -0.018 -0.031 -0.258
H -0.857 -4.253 -1.571 -0.058 0.004 -0.043 0.099
N -0.070 -1.384 0.729 -0.006 -0.047 -0.004 -0.055
H -3.634 -4.924 -4.067 0.003 0.003 0.004 0.120
C 6.255 2.503 1.786 0.004 -0.010 -0.002 -0.078
C -2.780 0.407 -1.645 -0.014 -0.021 -0.001 -0.311
H -3.173 -5.243 -1.648 0.007 -0.002 -0.001 0.121
C 3.887 2.186 2.064 0.012 0.012 0.031 -0.117
H 0.982 4.235 -0.240 0.002 0.006 -0.004 0.083
C -0.730 4.148 -3.698 0.001 -0.001 -0.012 -0.075
C 5.034 2.933 2.288 -0.013 -0.009 0.012 -0.070
Mo 0.385 0.398 -0.632 0.014 0.242 0.192 1.438
N -0.013 1.754 1.068 0.016 -0.107 -0.043 -0.057
H 7.274 0.955 0.704 -0.012 0.006 0.003 0.106
H 4.978 3.848 2.866 0.001 -0.011 -0.004 0.107
C 5.169 0.573 0.854 -0.019 -0.022 -0.043 -0.127
C 2.144 -1.809 3.311 0.007 0.015 0.016 -0.114
C 3.923 1.001 1.324 -0.029 0.023 -0.027 -0.340
H 2.188 -3.622 0.439 0.004 0.003 0.010 0.081
H -2.160 3.248 4.511 0.003 -0.002 -0.005 0.089
N -1.170 -2.975 -3.194 0.014 -0.067 0.042 -0.046
H -4.042 -2.645 -4.977 0.009 -0.002 -0.005 0.124
H -5.897 -0.060 0.897 -0.004 0.001 -0.004 0.086
C -1.216 2.407 2.812 0.018 0.013 0.015 -0.270
H 3.838 2.010 -2.612 -0.002 -0.003 -0.008 0.108
H -0.141 -4.279 2.252 -0.004 0.028 -0.005 0.126
N -0.989 1.399 1.954 0.016 -0.005 -0.022 0.041
```
Positions in Å, forces in eV/Å.

Total charge ... +1
ΔE to the lowest compared entry with this formula, charge and spin ... 0.0 kcal per mole
Strongest force on any atom ... 0.312 eV Å⁻¹
Multiplicity ... 3
HOMO level (spin up / spin down) ... -0.3808 / -0.3701 Eh

***

Record 4
This record from the Open Molecules 2025 dataset describes the ion C4H4N3 with charge +1 in a non-equilibrium geometry. The level of theory is ωB97M-V/def2-TZVPD.

XYZ file:
```
11
Properties=species:S:1:pos:R:3:forces:R:3:lowdin_charge:R:1
C 2.036 1.309 0.000 0.810 -2.095 3.927 0.117
H 1.099 -1.803 -0.196 1.420 -3.204 -0.592 0.093
C -1.534 0.002 0.084 3.130 0.955 0.018 -0.005
H 2.115 1.915 -0.804 0.403 1.893 -2.595 0.047
H -1.106 -1.981 0.009 1.164 2.225 0.100 0.241
C 1.403 0.179 -0.050 0.231 1.758 0.500 -0.008
H 2.629 1.571 0.954 -1.249 -0.273 -1.490 0.142
C 0.693 -0.905 -0.015 -0.635 1.870 -0.020 -0.088
N -3.826 0.595 -0.037 1.762 -1.643 0.005 0.355
N -0.697 -0.957 0.053 -3.263 -2.972 0.084 0.087
N -2.812 0.074 0.002 -3.773 1.487 0.063 0.019
```
Positions in Å, forces in eV/Å.

Total charge ... +1
ΔE to the lowest compared entry with this formula, charge and spin ... 93.7 kcal per mole
Strongest force on any atom ... 4.524 eV Å⁻¹
HOMO level (spin up / spin down) ... -0.5353 / -0.5353 Eh

***

E list, top to bottom, in Eh: -377.15948; -571.77767; -2508.74351; -318.61526